Formula: C3H3NOS
Source: OMol25
Level of theory: ωB97M-V/def2-TZVPD

The geometry in ORCA input format:
```
! wB97M-V def2-TZVPD RIJCOSX def2/J DEFGRID3
* xyz 0 1
N 2.7695 -0.2430 -0.8423
C 1.7109 -0.2222 -0.2963
C 0.5748 0.1038 0.7239
S -0.3396 1.3133 -0.3195
C -1.6449 0.0030 -0.6617
O -1.6752 -1.0966 -0.2510
H 0.1653 -0.8612 1.1419
H 0.8734 0.6845 1.6774
H -2.4342 0.3183 -1.1725
*
```

Energy relative to the best compared isomer or geometry (same formula, charge and spin) (kcal/mol): 38.5
SMILES string: N#CCSC=O
Largest force on an atom (hartree/bohr): 0.0939
Lowest unoccupied orbital energy (eV): 0.32
Highest occupied orbital energy (eV): -10.2

Formula: C4H7BrN
Source: OMol25
Level of theory: ωB97M-V/def2-TZVPD

The geometry in ORCA input format:
```
! wB97M-V def2-TZVPD RIJCOSX def2/J DEFGRID3
* xyz 1 1
C 1.2619 -1.4456 -0.6665
C 0.9998 -0.2314 -0.2021
Br 2.3208 1.1484 -0.0839
N -0.3010 0.1568 0.2423
C -0.9893 -0.6116 0.9880
C -0.7816 1.4382 -0.1985
H 2.2519 -1.7048 -1.0011
H 0.5029 -2.2029 -0.7675
H -1.9889 -0.3334 1.2944
H -0.5888 -1.5540 1.3354
H -0.2857 2.2375 0.3579
H -1.8557 1.5213 -0.0447
H -0.5464 1.5816 -1.2538
*
```

Energy relative to the best compared isomer or geometry (same formula, charge and spin) (kcal/mol): 3.9
SMILES string: C=C(Br)[N+](=C)C
Largest force on an atom (hartree/bohr): 0.0318
Lowest unoccupied orbital energy (eV): -5.45
Highest occupied orbital energy (eV): -14.3

Formula: C9H13N3S2
Source: OMol25
Level of theory: ωB97M-V/def2-TZVPD

The geometry in ORCA input format:
```
! wB97M-V def2-TZVPD RIJCOSX def2/J DEFGRID3
* xyz 0 1
C -1.1099 -1.3376 0.3879
C -2.4108 -1.7402 0.3386
C -0.5673 -0.1637 -0.0029
C -4.1561 1.2124 -0.5500
C -3.6056 -1.1507 -0.1027
C 1.6310 -1.0865 -0.3389
C 1.3487 1.3373 -0.0539
C 3.0411 -0.6213 -0.8156
C 2.5140 1.1456 0.8038
N -3.6023 0.1706 -0.3351
N 0.7032 0.0811 -0.2518
N 3.5258 0.2783 0.2040
S -4.6998 2.6949 -0.0300
S -5.0957 -2.0290 0.1103
H -0.5716 -2.0846 0.8324
H -2.4937 -2.7490 0.8069
H 0.9099 -1.7922 -0.8575
H 1.7603 -1.4500 0.6306
H 0.7128 1.9902 0.4207
H 1.7877 1.7789 -1.0780
H 3.7100 -1.4519 -0.7852
H 2.9139 -0.0835 -1.8061
H 2.9812 2.0788 1.0431
H 2.1476 0.7991 1.7273
H -1.2676 0.6671 -0.0183
H 4.2433 0.1130 0.8665
H -4.3501 3.3932 -1.1461
*
```

Energy relative to the best compared isomer or geometry (same formula, charge and spin) (kcal/mol): 76.2
Largest force on an atom (hartree/bohr): 0.0839
Lowest unoccupied orbital energy (spin up / spin down) (eV): -0.56 / -0.65
Highest occupied orbital energy (spin up / spin down) (eV): -6.2 / -6.3